16
Properties=species:S:1:pos:R:3:mulliken_charge:R:1 method="wB97M-V/def2-TZVPD" smiles="NSP(=O)(CC=O)SN" relative_energy_kcal_mol=0.0 e_tot_ha=-1478.11120 gap_ha=0.322 charge=0
N 0.54076 -2.82641 -1.42945 -0.5301
S 0.80854 -2.46864 0.18577 -0.0954
P 0.32753 -0.34686 0.14137 0.7903
O 0.01284 -0.06516 -1.25797 -0.7468
C -1.12024 -0.11137 1.36274 -0.7230
C -1.48792 1.35878 1.28677 0.0653
O -0.69706 2.21339 1.19264 -0.3748
S 1.89535 0.94242 0.76061 -0.0797
N 2.09549 2.04585 -0.48393 -0.4405
H 1.45660 -2.96011 -1.80430 0.2657
H 0.06932 -2.01969 -1.90282 0.3491
H -2.04657 -0.57521 1.16596 0.3879
H -0.90054 -0.37998 2.37042 0.3743
H -2.62502 1.59252 1.34555 0.2669
H 2.01317 3.03422 -0.25302 0.2580
H 2.89309 1.92782 -1.13343 0.2329

=====

14
Properties=species:S:1:pos:R:3:mulliken_charge:R:1 method="wB97M-V/def2-TZVPD" relative_energy_kcal_mol=104.7 e_tot_ha=-303.72521 gap_ha=0.340 charge=0
N 0.76202 -1.67606 0.46987 -0.5605
C -0.79362 0.14398 0.72883 -0.3664
C -0.22940 -0.82372 -0.15062 -0.3398
O -2.01448 0.71448 0.49542 -0.5053
H -2.26419 0.58755 -0.42883 0.3217
H 0.36278 -2.51317 0.87428 0.2176
H 1.49436 -1.93686 -0.17712 0.2539
H -0.52994 0.15322 1.77865 0.4637
H -0.96018 -1.28996 -0.82632 0.3246
C 0.97873 1.73725 -0.48970 -0.1191
N 1.23409 0.98880 -1.41003 -0.6589
H 0.44090 -0.13115 -0.96380 0.5091
H 1.28891 2.75875 -0.28408 0.3462
H 0.23001 1.28690 0.38344 0.1133

=====

18
Properties=species:S:1:pos:R:3:mulliken_charge:R:1 method="wB97M-V/def2-TZVPD" relative_energy_kcal_mol=161.2 e_tot_ha=-384.84548 gap_ha="0.284 / 0.256" charge=0
C 0.92871 -1.14294 -1.51901 -0.7822
C -0.88582 1.42477 -1.30187 -1.3491
C 0.41010 -1.23523 1.55534 -1.3553
C -0.31693 0.45311 -0.38116 0.8941
C -0.03852 -0.24192 0.59160 0.3024
C -1.37725 1.37063 1.84171 -0.0577
O 2.18939 -1.44752 -1.04131 -0.4658
O -1.97115 2.35863 1.50915 -0.4254
H 2.73277 -0.65036 -1.05262 0.3122
H 0.91242 -0.52286 -2.41361 0.3891
H 0.30938 -2.03019 -1.57288 0.3739
H -1.37712 1.08632 2.94547 0.2272
H -0.10212 1.99352 -1.80804 0.3141
H -1.50217 0.93308 -2.05857 0.3055
H -1.52032 2.11995 -0.74375 0.3559
H 1.42714 -1.56103 1.32319 0.3226
H 0.43395 -0.80443 2.55900 0.3582
H -0.25244 -2.10352 1.56737 0.2803